Entry 1:
Formula: C4H10S
Source: OMol25
Level of theory: ωB97M-V/def2-TZVPD

Output
- Energy above the lowest of the compared OMol25 structures with the same formula, charge and spin: 145.2 kcal/mol
- F_max: 4.67 eV Å⁻¹
- HOMO energy: -0.2270 hartree
- 2S+1: 1
- Kohn-Sham gap: 4.36 eV
- Charge: 0

Each line ends with the Löwdin charge.
Geometry (Å):
H: -1.158 -0.248 -0.669  0.14
S: 0.562 -0.799 1.344  0.23
C: 0.162 -2.481 1.918  -0.69
H: -0.956 -2.668 1.656  0.01
C: -0.726 0.693 -1.265  -0.23
H: -1.540 1.111 -1.735  0.08
C: 0.588 0.730 -1.663  0.04
H: 0.154 -2.534 3.061  0.00
H: 0.895 -3.289 1.531  0.02
C: -0.103 1.848 -0.331  -0.12
H: 1.296 0.008 -1.239  0.08
H: 0.472 1.453 0.486  -0.04
H: 0.697 1.073 -2.721  0.14
H: 0.653 2.687 -0.630  0.15
H: -0.996 2.416 0.258  0.20

=====

Entry 2:
Formula: C34H28N6O6ReS3
Source: OMol25
Level of theory: ωB97M-V/def2-TZVPD

Output
- Energy above the lowest of the compared OMol25 structures with the same formula, charge and spin: 8.2 kcal/mol
- F_max: 0.39 eV Å⁻¹
- HOMO energy (spin up / spin down): -0.2828 / -0.2827 hartree
- 2S+1: 4
- ⟨S²⟩: 3.7767
- Kohn-Sham gap (spin up / spin down): 6.34 / 5.55 eV
- Charge: 0

Each line ends with the Löwdin spin population.
Geometry (Å):
S: 0.096 -1.859 -1.328  0.01
H: -1.022 -0.227 -3.462  0.00
H: 1.063 -1.170 -3.858  0.00
O: 0.967 -2.601 -2.192  0.01
H: -2.268 -4.424 3.455  0.00
C: 2.659 4.136 -1.453  0.00
H: -1.324 -2.707 1.257  0.00
H: -0.692 -3.631 3.718  0.00
H: -4.509 -3.317 -1.841  0.00
C: 1.228 0.316 -2.336  -0.01
N: -1.850 -2.890 2.100  0.00
H: -4.054 2.058 -0.969  0.00
C: -2.651 -1.889 2.483  0.00
C: 2.046 2.486 3.107  0.01
N: 2.413 -0.346 1.167  0.01
C: -3.037 -0.899 -3.679  0.00
Re: 0.729 0.773 0.652  2.41
C: -1.780 -0.913 -3.106  0.00
H: 3.003 5.115 -1.154  0.00
C: 2.064 3.304 -0.500  0.03
H: 5.606 -1.108 0.470  0.00
S: 0.154 4.147 3.614  0.02
O: 0.598 -1.535 3.932  0.03
C: -1.215 2.889 1.464  0.02
C: 2.807 3.679 -2.731  0.03
H: 1.961 3.625 0.526  0.00
C: 3.584 -0.369 0.510  0.02
C: -2.490 -2.662 -1.614  0.00
H: 3.165 -2.415 3.706  0.00
O: 6.795 -2.417 2.113  0.00
C: 2.491 1.852 -4.374  0.02
H: -1.907 0.801 -0.985  0.00
C: -2.390 3.625 1.532  0.00
H: 2.279 3.908 4.767  0.00
C: -1.511 -1.795 -2.063  0.00
C: 5.735 -2.628 2.721  0.00
C: 2.269 -1.078 2.292  0.02
C: 4.527 -1.832 2.155  0.02
H: 3.639 0.220 -0.397  0.00
H: 2.137 0.155 -5.598  0.00
C: -5.395 -1.751 -3.885  0.00
H: 2.983 1.953 3.179  0.00
O: -0.062 -2.301 0.033  0.01
C: 0.891 -1.013 2.886  0.02
H: -5.333 -2.048 -4.933  0.00
H: -6.080 -2.430 -3.380  0.00
N: 1.614 2.091 -0.789  0.00
O: 0.038 -0.317 2.151  0.11
C: -3.416 3.338 0.653  0.02
O: 5.451 -3.344 3.690  0.00
C: 1.736 1.618 -2.072  0.01
C: -2.078 1.623 -0.303  0.02
H: -2.288 -3.340 -0.799  0.00
C: 2.350 2.391 -3.078  0.00
C: -4.037 -1.771 -3.243  0.00
H: -3.247 -0.205 -4.484  0.00
N: -1.076 1.908 0.540  0.02
C: 1.031 2.208 2.148  0.01
C: -3.743 -2.648 -2.210  0.00
H: -4.340 3.897 0.702  0.00
H: -2.490 4.401 2.277  0.00
C: 1.702 3.503 3.951  -0.01
N: -3.045 -1.899 3.780  0.00
N: 0.580 -0.287 -1.246  0.07
C: 3.297 -1.827 2.808  0.00
H: 2.963 2.441 -5.148  0.00
H: -2.406 -2.272 4.466  0.00
C: -0.048 3.042 2.315  0.04
C: 2.028 0.591 -4.614  -0.01
C: -3.263 2.324 -0.284  0.00
S: -3.231 -0.743 1.392  0.00
C: 4.652 -1.097 0.980  0.00
H: -0.926 -4.722 2.349  0.00
H: -3.573 -1.089 4.059  0.00
H: 3.276 4.292 -3.491  0.00
C: -1.406 -3.968 2.967  0.00
H: -5.826 -0.749 -3.855  0.00
C: 1.400 -0.176 -3.614  0.02

=====

Entry 3:
Formula: C23H29Cl2F3N3O3S2SiTi
Source: OMol25
Level of theory: ωB97M-V/def2-TZVPD

Output
- Energy above the lowest of the compared OMol25 structures with the same formula, charge and spin: 33.8 kcal/mol
- F_max: 3.18 eV Å⁻¹
- HOMO energy (spin up / spin down): -0.2674 / -0.2756 hartree
- 2S+1: 2
- ⟨S²⟩: 0.7552
- Kohn-Sham gap (spin up / spin down): 7.38 / 7.51 eV
- Charge: 0

Each line ends with the Löwdin spin population.
Geometry (Å):
H: -0.994 -0.437 6.265  0.00
F: 2.226 -0.197 5.717  0.00
C: -4.377 -0.780 0.353  0.00
C: -0.943 3.564 -1.191  0.02
C: -0.542 2.348 0.819  0.01
H: -1.170 4.492 -1.693  0.00
H: -2.517 -1.483 2.402  0.00
Si: -0.569 2.541 -3.835  0.00
C: 4.225 -0.194 -0.948  0.00
C: -0.532 0.925 -4.824  0.00
N: -0.774 -2.410 0.164  0.00
C: -2.040 3.572 -4.479  0.00
C: -1.238 -4.685 -0.287  0.00
C: 3.099 -1.719 0.444  0.00
S: 1.655 0.536 2.274  0.00
H: 1.191 3.752 -5.154  0.00
H: 0.635 -5.147 0.792  0.00
C: 1.276 0.708 5.405  0.00
H: -2.724 -1.571 4.855  0.00
H: 2.353 -0.061 -2.085  0.00
H: 0.385 0.375 -4.648  0.00
H: 4.239 -0.065 1.204  0.00
H: 2.445 1.016 -0.655  0.00
N: -0.273 1.233 0.124  0.00
C: 0.291 0.061 3.164  0.01
H: -2.996 3.105 -4.260  0.00
O: -2.290 -2.842 -1.502  0.00
Cl: -4.248 -2.443 0.935  0.00
C: -0.403 1.253 -1.227  0.02
C: -1.765 -1.025 3.031  0.01
C: 2.720 0.029 -1.057  0.00
H: 1.913 2.981 -3.755  0.00
H: -0.759 -5.155 -1.145  0.00
H: -0.608 1.135 -5.888  0.00
C: -1.884 -1.071 4.404  0.00
S: -0.230 -0.300 -1.912  -0.01
H: 5.254 -1.388 0.583  0.00
C: -0.913 -0.458 5.190  0.01
H: 4.575 -0.882 -1.719  0.00
H: 4.778 0.738 -1.035  0.00
H: -2.170 -5.214 -0.086  0.00
O: 2.083 -0.983 -0.252  0.01
C: -0.685 2.430 -1.940  0.00
H: 1.019 4.473 -3.564  0.00
H: 3.273 -2.662 -0.097  0.00
C: 1.043 3.530 -4.103  0.00
Ti: 0.108 -0.647 0.620  0.89
F: 0.802 1.154 6.587  0.00
H: -2.057 4.573 -4.058  0.00
H: 2.746 -1.938 1.455  0.00
C: 0.185 0.119 4.564  0.00
C: 4.334 -0.830 0.432  0.00
C: -0.052 -3.119 1.029  0.01
H: -1.351 0.273 -4.542  0.00
C: -0.912 3.521 0.205  0.00
C: -0.306 -4.608 0.918  0.00
C: -1.528 -3.220 -0.650  0.00
O: 0.720 -2.534 1.801  0.00
F: 1.914 1.750 4.867  0.00
H: -1.963 3.675 -5.557  0.00
H: -0.448 2.293 1.900  0.00
H: -4.918 -0.805 -0.590  0.00
N: -0.731 -0.440 2.410  -0.01
H: -4.882 -0.194 1.120  0.00
H: -1.147 4.389 0.799  0.00
H: -0.774 -4.961 1.840  0.00
Cl: -2.770 -0.076 0.064  0.00

=====

Repeat the first record exactly.
Formula: C4H10S
Source: OMol25
Level of theory: ωB97M-V/def2-TZVPD

Output
- Energy above the lowest of the compared OMol25 structures with the same formula, charge and spin: 145.2 kcal/mol
- F_max: 4.67 eV Å⁻¹
- HOMO energy: -0.2270 hartree
- 2S+1: 1
- Kohn-Sham gap: 4.36 eV
- Charge: 0

Each line ends with the Löwdin charge.
Geometry (Å):
H: -1.158 -0.248 -0.669  0.14
S: 0.562 -0.799 1.344  0.23
C: 0.162 -2.481 1.918  -0.69
H: -0.956 -2.668 1.656  0.01
C: -0.726 0.693 -1.265  -0.23
H: -1.540 1.111 -1.735  0.08
C: 0.588 0.730 -1.663  0.04
H: 0.154 -2.534 3.061  0.00
H: 0.895 -3.289 1.531  0.02
C: -0.103 1.848 -0.331  -0.12
H: 1.296 0.008 -1.239  0.08
H: 0.472 1.453 0.486  -0.04
H: 0.697 1.073 -2.721  0.14
H: 0.653 2.687 -0.630  0.15
H: -0.996 2.416 0.258  0.20